[1]
11
Properties=species:S:1:pos:R:3:mulliken_charge:R:1 method="wB97M-V/def2-TZVPD" gap_ev=10.169 spin_multiplicity=1 smiles="C#CC(=C)CF" relative_energy_ev=1.878 charge=0
C -2.17731 -1.11352 -0.23215 0.064
C -1.21746 -0.40890 -0.08637 -0.708
C 0.00636 0.25260 -0.09972 0.514
C 0.01461 1.56224 -0.25651 -0.843
C 1.28906 -0.51811 0.38209 -0.322
F 1.94756 -1.11336 -0.62540 -0.262
H -2.99594 -1.75703 -0.15799 0.459
H 0.96149 2.19954 -0.29559 0.247
H -0.87940 2.01531 -0.59215 0.356
H 2.02057 0.21431 0.88690 0.241
H 1.03045 -1.33308 1.07690 0.253

[2]
13
Properties=species:S:1:pos:R:3:mulliken_charge:R:1 method="wB97M-V/def2-TZVPD" gap_ev=10.209 spin_multiplicity=1 smiles="N=C=CCF.C#CF" relative_energy_ev=5.389 charge=0
N -0.04876 -2.31012 -1.09935 -0.522
C -0.37960 -1.69303 -0.10082 0.502
C -0.61015 -0.72447 0.75874 -0.622
C -1.32825 0.46449 0.39823 -0.025
F -2.58842 0.25618 -0.09416 -0.298
H -0.69176 -3.06092 -1.16004 0.298
H -0.44567 -0.81163 1.81792 0.364
H -0.86535 1.15852 -0.47942 0.065
H -1.53343 1.04022 1.30005 0.213
C 1.87769 1.91254 -0.75656 -0.347
C 2.14885 1.02404 0.00926 0.275
F 2.27460 0.09197 0.91380 -0.205
H 2.19025 2.65222 -1.50765 0.302

[3]
17
Properties=species:S:1:pos:R:3:lowdin_spin:R:1 method="wB97M-V/def2-TZVPD" gap_ev="8.084 / 7.065" spin_multiplicity=3 charge=+1
H -0.61203 -0.18967 2.20117 0.038
O 1.30855 -0.12575 0.97079 0.122
O 1.24761 -2.19115 1.56399 0.109
O 1.15845 -1.64141 -0.65137 0.056
C 0.48715 -0.13444 2.16940 0.104
C 0.99356 -1.41708 2.69187 0.645
C 1.36498 -1.39010 0.51032 0.048
H 0.70185 -1.95337 3.58874 0.029
C -1.93391 1.31640 -2.44715 0.003
C -0.96463 1.55488 -1.50490 0.021
O 0.25557 1.07406 -1.71831 0.178
Hg 1.79204 1.26005 -0.72624 0.578
Na 0.20614 -0.97077 -2.66177 0.039
F -1.87804 0.10677 -3.12270 0.001
H -2.91339 1.78367 -2.51559 0.001
H 0.23379 1.12797 2.19203 0.026
H -1.44771 1.78995 -0.54028 0.001

[4]
13
Properties=species:S:1:pos:R:3:mulliken_charge:R:1 method="wB97M-V/def2-TZVPD" gap_ev=8.663 spin_multiplicity=1 smiles="[H]/N=C1/NC(=C)C=C1F" relative_energy_ev=1.784 charge=0
H -2.80478 1.28224 0.34715 0.249
N -1.71146 1.60824 0.17547 -0.750
C -0.74985 0.74122 -0.09740 0.319
N 0.53075 1.11771 -0.14154 -0.139
C 1.41014 0.07650 -0.02679 0.509
C 2.72025 -0.06583 0.09518 -0.900
C 0.55449 -1.16328 0.11635 -0.390
C -0.74862 -0.76228 -0.04460 0.348
F -1.81914 -1.46264 -0.09066 -0.293
H 0.76300 2.17902 -0.21952 0.301
H 3.18972 -1.04124 0.07456 0.284
H 3.30611 0.89720 -0.19309 0.218
H 1.06481 -2.19301 0.31286 0.244

[5]
13
Properties=species:S:1:pos:R:3:mulliken_charge:R:1 method="wB97M-V/def2-TZVPD" gap_ev=9.149 spin_multiplicity=1 relative_energy_ev=4.699 charge=0
C 0.24158 -0.18336 -1.35239 -0.406
C -0.70171 -0.41445 -0.27582 -0.230
C -0.20099 -0.51969 1.16820 -0.074
C 1.48070 0.30685 -1.15651 0.096
C -1.17509 0.67736 0.73322 -0.720
N 1.10808 -0.24192 1.45674 -0.101
N 1.96629 0.17472 0.74760 -0.253
F 2.45230 0.59244 -2.04554 -0.247
H -0.18325 -0.38649 -2.28833 0.393
H -1.43332 -0.97327 -0.62647 0.538
H -0.60765 -1.25796 1.83750 0.400
H -0.87186 1.72346 0.62227 0.290
H -2.07507 0.50232 1.17952 0.315

[6]
16
Properties=species:S:1:pos:R:3:mulliken_charge:R:1 method="wB97M-V/def2-TZVPD" gap_ev=6.802 spin_multiplicity=1 smiles="O=C1C[C@@H](C(F)=[N+]([O-])[O-])CO1" relative_energy_ev=0.000 charge=-1
O -3.44693 0.12219 0.48199 -0.611
C -2.29884 0.06142 0.13580 0.490
C -1.10570 0.25646 1.06413 -0.426
C 0.05982 0.34278 0.05150 0.516
C 1.36855 -0.26173 0.06819 -0.366
F 1.51708 -1.64159 0.33469 -0.316
N 2.51212 0.35823 -0.06204 0.935
O 3.52709 -0.35380 0.06636 -0.792
O 2.59127 1.55417 -0.35919 -0.816
C -0.52051 -0.37512 -1.06687 -0.668
O -1.89799 -0.11525 -1.12368 -0.363
H -1.07175 1.12219 1.74148 0.281
H -1.21414 -0.70069 1.75494 0.194
H 0.44783 1.38115 -0.13910 0.289
H -0.40529 -1.45730 -0.87722 0.292
H -0.06263 -0.29311 -2.07098 0.361

[7]
19
Properties=species:S:1:pos:R:3:mulliken_charge:R:1 method="wB97M-V/def2-TZVPD" gap_ev=2.696 spin_multiplicity=1 charge=-1
F -2.96592 2.39330 0.83373 -0.244
S -2.54724 1.54737 -0.57875 0.346
S -3.12770 -0.48206 -0.39408 -0.127
C -0.71120 1.45614 -0.60977 0.367
C 0.18746 2.35334 0.33483 -0.311
C 1.70219 2.03770 0.13061 -0.278
C 2.28853 1.00416 -0.85365 -0.135
N 1.43555 0.24280 -1.69675 -0.376
C 0.05015 0.47434 -1.53133 -0.046
H -1.94634 -1.10587 0.15156 0.465
H -0.22739 3.09536 1.08783 0.351
H 2.44836 2.61329 0.79135 0.251
H 3.41810 0.85456 -0.89772 0.299
H -0.63172 -0.17865 -2.19735 0.242
O -0.94391 -4.27984 1.00636 -0.763
S 0.12888 -3.26814 1.08976 1.065
O 1.30057 -3.71614 0.31376 -0.744
O 0.51129 -3.05757 2.49862 -0.745
O -0.36965 -1.98409 0.52101 -0.618

[8]
13
Properties=species:S:1:pos:R:3:mulliken_charge:R:1 method="wB97M-V/def2-TZVPD" gap_ev=10.727 spin_multiplicity=1 smiles=F[C@H]1[C@H]2O[C@@H]1[C@@H]1O[C@@H]12 relative_energy_ev=4.608 charge=0
F 1.71133 0.44229 1.87388 -0.289
C 0.98941 0.37351 0.70799 -0.015
C 0.47428 -1.07615 0.19923 -0.171
O -0.69266 -0.66369 1.23046 -0.462
C -0.58534 0.63937 0.75299 -0.081
C -0.81113 0.59659 -0.74376 -0.160
O -1.67567 -0.52199 -1.01135 -0.408
C -0.26343 -0.75134 -1.12730 -0.194
H 1.63589 0.71829 -0.30871 0.230
H 0.89137 -2.03701 0.46516 0.445
H -1.08777 1.39400 1.50954 0.391
H -0.79464 1.53296 -1.38986 0.387
H 0.20834 -0.64683 -2.15828 0.328

[9]
13
Properties=species:S:1:pos:R:3:mulliken_charge:R:1 method="wB97M-V/def2-TZVPD" gap_ev=9.070 spin_multiplicity=1 relative_energy_ev=4.350 charge=0
C 0.22844 -0.20839 -1.49833 0.572
C 0.32088 0.25126 -0.09171 0.041
C -0.89414 0.87004 -1.38396 0.035
C 0.71550 -0.48807 1.20241 -0.386
C -0.24397 -0.55920 2.19660 -0.551
H -0.17005 -1.28285 -1.88108 0.275
H 1.04516 1.27618 -0.35001 0.209
H 1.61927 -1.27257 0.97760 0.237
H 0.10257 -1.16247 3.06953 0.273
H -1.19471 0.17169 2.22299 0.252
O -1.01491 0.81015 0.07399 -0.363
F 1.37274 0.03756 -2.17624 -0.246
S -1.88677 1.55666 -2.36180 -0.348

[10]
12
Properties=species:S:1:pos:R:3:mulliken_charge:R:1 method="wB97M-V/def2-TZVPD" gap_ev=7.095 spin_multiplicity=1 relative_energy_ev=5.213 charge=0
C 0.98095 0.65008 -1.42559 -0.242
C 0.16996 -0.43085 -1.65707 -0.191
C 0.96151 1.21179 -0.12933 -0.396
C -0.17221 -0.80066 0.58952 0.015
C -1.08473 -0.60000 1.69219 -0.793
O -0.55857 -0.91116 -0.67201 -0.198
I 2.42411 2.41646 0.47963 0.106
H 1.30566 1.08560 -2.28760 0.432
H -0.07158 -0.89122 -2.60645 0.410
H -0.79897 -1.24700 2.57717 0.275
H -0.98238 0.36958 1.97666 0.318
H -2.17375 -0.85262 1.46287 0.264

[11]
11
Properties=species:S:1:pos:R:3:mulliken_charge:R:1 method="wB97M-V/def2-TZVPD" gap_ev=9.691 spin_multiplicity=1 smiles="C=CC(=C)C#N" relative_energy_ev=1.514 charge=0
C 1.52256 -1.08177 -0.01841 -0.826
C 0.87698 0.07437 0.07442 -0.147
C -0.57281 0.29325 -0.02198 0.808
C -1.11489 1.53122 -0.02027 -0.872
C -1.38134 -0.89746 0.02768 0.179
N -1.88370 -1.93581 0.03179 -0.418
H 1.04195 -2.05602 -0.20544 0.300
H 2.63073 -1.00388 -0.04163 0.236
H 1.47844 0.99214 0.24697 0.201
H -2.21381 1.71894 -0.00302 0.300
H -0.38412 2.36503 -0.07012 0.239

[12]
11
Properties=species:S:1:pos:R:3:mulliken_charge:R:1 method="wB97M-V/def2-TZVPD" gap_ev="6.556 / 9.308" spin_multiplicity=1 relative_energy_ev=5.913 charge=0
C -1.39177 -0.59265 -0.41190 -1.001
C -0.25047 -0.49127 0.53832 -0.192
C 1.05142 -0.07939 0.18003 0.278
C 2.34935 -0.35689 0.11066 -0.446
C 0.49282 1.29898 0.01867 0.192
N 0.22231 2.42618 -0.09800 -0.445
H -1.69420 -1.65171 -0.40382 0.346
H -2.26279 -0.00636 -0.10295 0.323
H -1.09817 -0.32323 -1.42854 0.330
H -0.44802 -0.71423 1.58948 0.329
H 3.02952 0.49056 0.00805 0.286